The following is a quantum chemistry calculation of a cluster of 2 separate species, C8H11NOS in total in a non-equilibrium geometry, from the Open Molecules 2025 dataset.

Each line ends with the Löwdin charge.
Cartesian coordinates (Å):
C  1.063  1.995  -0.134  -0.034
C  0.428  0.648  -0.089  -0.250
C  1.068  -0.598  -0.206  -0.237
C  2.576  -0.897  -0.160  -0.206
C  0.044  -1.550  -0.265  -0.018
C  -1.247  -0.917  -0.199  -0.308
C  -2.679  -1.480  0.079  -0.472
C  -2.151  1.257  -0.180  -0.213
H  1.253  2.563  -0.958  0.024
H  2.111  1.862  0.331  0.097
H  0.683  2.898  0.534  0.117
H  3.335  -0.360  -0.824  0.124
H  2.669  -1.979  -0.404  0.099
H  1.958  -0.069  1.721  0.288
H  0.343  -2.697  -0.499  0.154
H  -3.023  -1.997  -0.933  0.118
H  -2.518  -2.143  1.012  0.102
H  -2.279  1.942  0.709  0.085
H  -2.341  1.483  -1.159  0.049
N  -0.918  0.390  -0.076  -0.097
O  3.160  -0.363  1.133  -0.236
S  -3.532  0.011  0.565  0.812

Summary:
gap between HOMO and LUMO	8.7	eV
LUMO energy	0.522	eV
E	-22842.2113	eV
strongest force on any atom	0.1254	Eh/bohr
energy above the lowest of the compared OMol25 structures with the same formula, charge and spin	112.4	kcal per mole


The following is a quantum chemistry calculation of a structure of composition C8H11O3P in a non-equilibrium geometry, from the Open Molecules 2025 dataset.

Each line ends with the Löwdin charge.
Cartesian coordinates (Å):
C  1.850  0.400  -3.033  -0.093
C  0.558  0.090  -3.251  -0.102
C  2.405  0.548  -1.742  -0.052
C  -0.305  -0.075  -2.175  -0.071
C  1.589  0.262  -0.641  -0.066
C  0.271  -0.040  -0.925  -0.301
C  -1.515  1.437  2.448  -0.078
C  -0.082  -1.608  1.983  -0.161
O  -2.226  -0.664  -0.002  -0.302
O  -1.170  -1.701  2.900  -0.151
O  -1.011  1.355  1.057  -0.294
P  -0.929  -0.143  0.424  0.698
H  2.562  0.568  -3.932  0.138
H  0.058  0.026  -4.215  0.112
H  3.428  0.666  -1.628  0.078
H  -1.358  -0.386  -2.316  0.121
H  1.812  0.422  0.378  0.095
H  -2.338  0.802  2.531  0.041
H  -1.643  2.500  2.658  0.089
H  -0.753  0.908  3.179  0.117
H  0.800  -1.448  2.572  0.062
H  -0.026  -2.473  1.280  0.076
H  -1.977  -1.447  2.452  0.044

Summary:
gap between HOMO and LUMO	9.8	eV
LUMO energy	0.721	eV
E	-23904.7117	eV
strongest force on any atom	0.0753	Eh/bohr
energy above the lowest of the compared OMol25 structures with the same formula, charge and spin	15.7	kcal per mole


The following is a quantum chemistry calculation of a structure of composition C8H12 in a non-equilibrium geometry, from the Open Molecules 2025 dataset.

Each line ends with the Löwdin charge.
Cartesian coordinates (Å):
C  -0.796  1.566  -0.778  -0.137
C  -1.262  0.208  -1.497  -0.119
C  -0.506  -0.878  -0.637  -0.286
C  0.858  -0.150  -0.692  -0.102
C  1.770  -0.626  0.590  -0.148
C  0.584  -0.766  1.511  -0.243
C  -0.759  -0.435  0.733  -0.240
C  -0.030  0.865  0.305  -0.274
H  -0.066  2.389  -1.385  0.164
H  -1.572  2.253  -0.419  0.085
H  -0.842  0.235  -2.447  0.065
H  -2.255  -0.357  -1.423  0.134
H  -0.836  -2.001  -0.631  0.174
H  1.303  0.431  -1.561  0.150
H  2.062  -1.782  0.439  0.141
H  2.413  0.030  1.052  0.068
H  0.342  0.156  2.365  0.157
H  0.735  -1.904  2.159  0.162
H  -1.702  -0.562  1.318  0.160
H  0.560  1.329  0.999  0.088

Summary:
gap between HOMO and LUMO	10.5	eV
LUMO energy	1.090	eV
E	-8484.5480	eV
strongest force on any atom	0.1376	Eh/bohr
energy above the lowest of the compared OMol25 structures with the same formula, charge and spin	116.1	kcal per mole


The following is a quantum chemistry calculation of an isolated molecule of C8H12 in a non-equilibrium geometry, from the Open Molecules 2025 dataset.

Each line ends with the Löwdin charge.
Cartesian coordinates (Å):
C  -0.545  -0.489  2.404  0.038
C  0.346  0.104  1.603  -0.351
C  0.918  1.436  1.993  -0.059
C  0.616  -0.414  0.226  -0.286
C  1.853  -0.747  -0.142  0.058
C  -0.607  -0.445  -0.653  -0.060
C  -0.469  -0.380  -1.974  -0.136
C  -1.676  -0.156  -2.864  -0.108
H  -0.907  0.042  3.276  0.060
H  -0.789  -1.538  2.279  0.070
H  1.879  1.264  2.482  0.080
H  0.321  1.953  2.739  0.076
H  1.215  2.023  1.124  0.081
H  2.182  -1.113  -1.102  0.058
H  2.612  -0.729  0.632  0.066
H  -1.516  -0.285  -0.094  0.108
H  0.476  -0.410  -2.495  0.098
H  -1.335  0.103  -3.872  0.063
H  -2.202  0.766  -2.601  0.073
H  -2.372  -0.985  -2.960  0.071

Summary:
SMILES string	C=C(C)C(=C)/C=C/C
gap between HOMO and LUMO	9.4	eV
LUMO energy	0.809	eV
E	-8488.3957	eV
strongest force on any atom	0.0454	Eh/bohr
energy above the lowest of the compared OMol25 structures with the same formula, charge and spin	27.4	kcal per mole


The following is a quantum chemistry calculation of an isolated molecule of C8H12 in a non-equilibrium geometry, from the Open Molecules 2025 dataset.

Each line ends with the Löwdin charge.
Cartesian coordinates (Å):
C  2.323  -0.079  0.362  0.014
C  1.228  0.636  0.147  -0.096
C  -0.170  -0.129  0.008  -0.460
C  -0.993  0.602  1.014  -0.094
C  -0.058  -1.694  0.584  -0.008
C  -0.694  -0.020  -1.361  -0.270
C  -1.591  1.114  -1.738  0.009
C  -0.385  1.168  -2.146  -0.014
H  3.302  0.171  0.086  0.037
H  2.253  -1.082  0.738  0.040
H  1.196  1.713  0.171  0.108
H  -1.997  0.164  1.219  0.103
H  -1.345  1.594  0.632  0.091
H  -0.523  0.813  1.900  0.053
H  -0.936  -2.182  0.754  0.037
H  0.556  -2.301  -0.039  0.061
H  0.476  -1.511  1.498  0.062
H  -0.824  -1.014  -1.826  0.134
H  -2.541  1.539  -1.582  0.093
H  0.455  1.637  -2.578  0.099

Summary:
SMILES string	C=CC(C)(C)C1C=C1
gap between HOMO and LUMO	10.2	eV
LUMO energy	1.076	eV
E	-8485.8951	eV
strongest force on any atom	0.0975	Eh/bohr
energy above the lowest of the compared OMol25 structures with the same formula, charge and spin	85.0	kcal per mole


The following is a quantum chemistry calculation of an isolated molecule of C8H12 in a non-equilibrium geometry, from the Open Molecules 2025 dataset.

Each line ends with the Löwdin charge.
Cartesian coordinates (Å):
C  2.450  0.031  0.071  -0.091
C  1.222  -0.556  -0.053  -0.381
C  0.826  -1.808  -0.223  -0.003
C  -0.658  -1.787  0.002  -0.031
C  -1.048  -0.516  -0.160  -0.312
C  -2.447  -0.109  -0.002  -0.082
C  0.093  0.392  0.163  -0.308
C  -0.029  1.814  -0.232  -0.060
H  2.610  0.389  1.162  0.132
H  3.329  -0.638  -0.157  0.100
H  2.503  0.853  -0.710  0.108
H  1.390  -2.646  -0.561  0.099
H  -1.388  -2.605  0.262  0.129
H  -2.748  0.015  1.109  0.115
H  -2.724  0.922  -0.260  0.054
H  -3.025  -0.856  -0.579  0.087
H  0.026  0.448  1.304  0.193
H  -1.150  2.126  -0.345  0.104
H  0.444  2.526  0.432  0.077
H  0.324  2.002  -1.223  0.069

Summary:
SMILES string	CC1=CC=C(C)C1C
gap between HOMO and LUMO	8.5	eV
LUMO energy	0.725	eV
E	-8487.9554	eV
strongest force on any atom	0.1230	Eh/bohr
energy above the lowest of the compared OMol25 structures with the same formula, charge and spin	37.5	kcal per mole


| no. | HOMO (eV) |
| --- | --- |
| 1 | -8.13 |
| 2 | -9.05 |
| 3 | -9.45 |
| 4 | -8.54 |
| 5 | -9.16 |
| 6 | -7.74 |